1.
{
  "formula": "C9H15N2O",
  "method": "ωB97M-V/def2-TZVPD",
  "species": ["H", "H", "H", "H", "N", "H", "H", "C", "C", "C", "C", "N", "H", "C", "H", "H", "C", "H", "H", "H", "H", "O", "H", "C", "C", "H", "C"],
  "xyz": [[1.335044, 0.655566, 1.334915], [-0.291177, -2.520558, 0.432911], [-4.443852, -2.520500, 1.131482], [-0.069462, 1.034145, -1.204394], [-3.084510, 1.457433, -0.524164], [-3.955058, 2.065622, -0.834611], [1.453130, -0.814484, -1.113169], [1.067116, 1.272537, 0.543175], [-3.357364, -0.977120, -0.026985], [-2.078545, 1.916098, 0.165818], [-3.961323, -1.781123, 0.686137], [0.044095, 0.493988, -0.335782], [1.045658, -1.465618, 1.382804], [0.577129, -1.926095, 0.511327], [2.221044, 2.444677, -0.830923], [-2.487581, -0.115255, -1.688106], [0.433893, -0.936418, -0.651394], [1.414066, -2.531188, 0.233431], [-0.301440, -1.287138, -1.372398], [0.675486, 2.200315, 0.932695], [-1.272850, 0.082745, 1.309356], [-1.683802, 2.960047, 0.572334], [2.626131, 0.579059, -0.693036], [2.403170, 1.548326, -0.139724], [-1.272316, 0.585770, 0.305653], [3.141912, 1.684597, 0.739669], [-2.697716, 0.050880, -0.685665]],
  "atomic_forces_ev_per_a": [[-0.4, -1.4, 1.6], [-1.0, -0.7, 1.5], [-1.9, -2.7, 1.9], [0.5, -0.4, 0.0], [-4.1, 1.2, -1.3], [2.3, -2.1, 0.8], [-1.3, -0.2, 0.0], [0.6, 0.3, -1.1], [-3.2, -3.3, 3.1], [3.3, -0.4, 1.4], [3.6, 4.7, -4.0], [-0.2, 1.3, 0.9], [-1.3, -0.1, 0.6], [1.2, 1.6, -1.3], [1.1, -1.3, 0.9], [0.6, -0.7, -1.9], [2.0, 0.7, -0.6], [0.3, -0.8, -0.6], [0.2, 0.1, -0.1], [-0.9, 0.0, -0.2], [0.0, 0.5, -1.0], [-0.3, 1.7, 0.2], [0.5, 1.6, 0.4], [-0.5, -0.3, -0.4], [-3.2, -1.7, -0.9], [-0.9, 0.2, -1.9], [2.9, 2.3, 1.9]],
  "homo_lumo_gap_ev": 10.44,
  "molar_mass_g_mol": 167.23,
  "homo_ev": -13.26,
  "smiles": "C#C[C@H]1NC(=O)[C@@H]1[NH+](CC)CC",
  "charge": 1,
  "energy_ev": -14593.0103,
  "de_lowest_kj_mol": 477.90
}

---

2.
{
  "formula": "C6H4Cl2LaN2O3Ru",
  "method": "ωB97M-V/def2-TZVPD",
  "species": ["La", "C", "H", "Cl", "Cl", "O", "O", "C", "N", "H", "N", "O", "H", "C", "C", "C", "Ru", "H", "C"],
  "xyz": [[0.003090, -1.153897, -3.672722], [0.942461, 1.913691, 3.813979], [1.925249, 0.109991, 3.523315], [-0.837639, 0.990670, -2.713348], [0.047926, -2.167187, -1.172477], [-0.707244, -2.986434, 2.364311], [-0.462431, 0.000243, -7.017629], [0.239506, -2.676938, -5.685265], [1.260247, 0.776867, 3.128213], [-0.808784, 3.259242, 3.598207], [0.252642, 0.495081, 2.199600], [0.330527, -2.983892, -6.809095], [-1.666383, 1.235535, 1.871886], [-0.275748, 2.370939, 3.315031], [-0.712458, 1.428466, 2.358958], [-0.563490, -2.070561, 1.621767], [-0.138510, -0.633357, 0.612832], [1.593305, 2.347340, 4.549113], [-0.422268, -0.255806, -5.886685]],
  "atomic_forces_ev_per_a": [[0.8, -0.3, 2.9], [2.2, -2.6, -1.2], [0.3, -0.4, -0.7], [-0.3, 0.7, 0.4], [0.4, -0.6, 0.7], [1.0, 5.4, -4.4], [0.1, -1.0, 5.7], [0.7, -3.2, -8.3], [-1.3, 3.3, 2.0], [-0.2, 0.4, 0.2], [-0.5, 2.8, 2.6], [-0.4, 1.4, 6.3], [-0.1, 0.8, -0.1], [-1.4, 1.6, 0.4], [1.4, -2.9, -0.9], [-3.1, -11.3, 8.6], [1.0, 3.1, -6.0], [0.3, 0.1, 0.5], [-0.9, 2.9, -8.8]],
  "homo_lumo_gap_ev": [7.94, 5.21],
  "molar_mass_g_mol": 462.99,
  "homo_ev": [-22.56, -24.10],
  "charge": 4,
  "multiplicity": 6,
  "energy_ev": -43844.2659,
  "de_lowest_kj_mol": 11.10
}

---

3.
{
  "formula": "C29H37Br2GaN5O2S",
  "method": "ωB97M-V/def2-TZVPD",
  "species": ["C", "C", "H", "H", "C", "H", "H", "C", "O", "H", "C", "H", "H", "C", "H", "C", "H", "H", "C", "H", "H", "H", "H", "H", "C", "C", "C", "H", "H", "C", "C", "H", "N", "C", "H", "H", "C", "H", "C", "C", "H", "C", "H", "C", "N", "C", "H", "C", "H", "C", "N", "C", "H", "N", "S", "C", "C", "O", "H", "C", "H", "H", "Ga", "C", "H", "H", "C", "Br", "H", "C", "N", "H", "H", "H", "H", "Br", "H"],
  "xyz": [[-1.615065, 4.096050, 2.369300], [-4.937804, -5.283587, -3.015586], [3.179691, -1.093082, -1.574688], [6.286369, 0.473002, 2.996536], [7.287052, -1.815862, 0.506497], [-0.129929, -0.025167, -0.037332], [2.648803, -0.056608, -0.234886], [0.093255, 0.833319, -2.903865], [4.247603, -1.065411, 2.288074], [0.690013, 0.017235, 1.600498], [-6.865498, 2.848634, 2.739222], [0.421222, -2.505396, 2.627138], [-2.440176, -2.491536, -2.421701], [-3.144937, -4.451384, -1.887546], [0.621948, 3.339321, 4.780427], [0.448472, 3.245207, 1.549178], [-8.746759, 3.720741, 2.177017], [9.231106, -0.992362, 0.835878], [-4.136162, -3.119387, -3.590870], [-4.832852, 2.184678, 3.006633], [3.313930, -4.451710, -0.381536], [-7.737540, 5.004131, 0.289496], [-7.261384, 2.275225, 3.566531], [-2.400602, -4.615001, -1.116263], [-1.106743, 3.958240, 3.651128], [-0.919576, -0.675451, -4.433054], [6.223323, -1.494149, -0.197052], [-1.694269, 4.228980, 4.518824], [8.850394, -1.248681, -0.933422], [1.534022, -1.880495, -0.518866], [1.137500, -2.570683, 1.787843], [9.232459, -2.616325, 0.125338], [0.957675, 3.105936, 2.774413], [-0.160632, -0.474290, -3.293509], [4.867695, 1.043131, 3.990240], [-5.289252, 4.776921, -0.123975], [-5.043562, -4.146118, -3.799872], [3.326409, 0.816975, 2.236999], [0.180159, 3.462363, 3.796882], [5.333374, 1.017367, 2.993513], [-1.142595, -1.681030, -4.771020], [0.073671, -0.574532, 0.893856], [-5.816034, -4.066591, -4.553578], [-3.165933, -3.270703, -2.615252], [-0.348047, 1.907735, -3.564712], [-1.076039, 1.686950, -4.660839], [-0.908961, -0.728015, 1.377994], [-0.823613, 3.733835, 1.292566], [-2.615201, 4.479343, 2.211265], [8.736894, -1.629545, 0.084509], [-4.960057, 3.474002, 1.421313], [-5.515673, 2.797109, 2.427002], [-1.419539, 2.577604, -5.177563], [0.613320, -1.901545, 0.597759], [4.040015, -4.177368, 0.735617], [-7.686659, 3.651690, 1.965369], [-5.768850, 4.240033, 0.687609], [1.208786, -2.485864, -1.509063], [5.477455, 2.053774, 2.640077], [-1.391349, 0.423491, -5.135084], [-1.989589, 0.303967, -6.029407], [-5.627595, -6.112022, -3.140915], [4.359029, -1.901929, 0.586548], [2.825103, -1.106516, -0.531714], [-4.184647, -2.212168, -4.181662], [0.680908, 1.043437, -2.016307], [-7.130335, 4.365180, 0.916591], [6.472969, -0.678208, -1.944779], [1.225447, -3.642085, 1.559217], [4.305117, 0.325845, 2.052894], [-4.010268, -5.451329, -2.071574], [1.103851, 2.944244, 0.738301], [2.095857, -2.167932, 2.161731], [0.224629, -1.311917, -2.717995], [4.581766, 0.539142, 0.997851], [7.090123, -2.649088, 2.253351], [-1.183672, 3.826259, 0.276495]],
  "atomic_forces_ev_per_a": [[-0.1, 0.1, 0.0], [0.1, -0.1, 0.1], [-0.2, 0.0, 0.3], [-0.3, 0.1, 0.1], [1.4, 0.2, -0.6], [0.2, -0.1, 0.3], [0.1, -0.4, 0.2], [-0.1, 0.3, -0.1], [0.0, 0.2, -0.8], [0.0, 0.0, -0.4], [0.0, 0.0, 0.0], [0.0, 0.2, -0.5], [0.0, -0.1, 0.0], [0.0, -0.2, 0.1], [-0.1, 0.0, 0.0], [0.2, -0.1, 0.1], [0.0, 0.0, 0.0], [0.0, -0.1, -0.4], [0.0, 0.1, -0.1], [0.0, 0.0, 0.0], [0.2, 0.5, 0.3], [0.0, 0.0, 0.0], [0.0, 0.0, 0.0], [0.0, 0.1, 0.0], [0.0, 0.0, -0.1], [-0.1, 0.0, -0.1], [-1.3, -0.1, 0.5], [0.0, 0.0, 0.0], [-0.2, 0.1, 0.4], [0.8, 0.6, 0.0], [-0.2, -0.5, 0.3], [-0.1, 0.4, 0.0], [-0.2, 0.1, 0.0], [0.0, -0.1, 0.1], [0.5, 0.0, -0.1], [-0.1, 0.0, 0.0], [0.0, 0.0, 0.0], [0.2, -0.2, -0.2], [0.2, -0.1, 0.0], [-0.9, -0.1, -0.5], [0.0, 0.0, 0.0], [-0.4, -0.2, 0.4], [0.0, 0.0, 0.0], [0.0, 0.1, 0.0], [-0.1, -0.2, 0.0], [0.1, 0.1, 0.1], [0.3, 0.1, -0.1], [0.0, 0.0, 0.0], [0.0, -0.1, 0.0], [0.0, -0.8, 0.9], [-0.3, 0.1, 0.0], [0.2, 0.0, -0.1], [0.0, 0.0, 0.0], [0.1, 0.6, 0.3], [0.1, -0.4, -0.2], [-0.1, 0.0, 0.0], [0.2, 0.0, 0.0], [-0.3, -1.0, -0.5], [0.1, -0.3, 0.3], [0.0, 0.0, 0.0], [0.0, 0.0, 0.0], [0.0, 0.0, -0.1], [-0.5, 0.1, -0.1], [-0.4, 0.2, 0.0], [0.0, 0.0, 0.0], [0.0, -0.1, 0.0], [0.0, 0.0, 0.0], [-0.2, -0.2, 0.4], [0.3, 0.4, 0.1], [0.5, 0.2, 0.4], [0.0, 0.2, -0.1], [0.0, 0.0, 0.0], [-0.2, -0.1, -0.2], [-0.1, 0.2, -0.2], [0.0, 0.2, 0.3], [0.2, 0.3, -0.7], [0.0, 0.0, 0.0]],
  "homo_lumo_gap_ev": 7.33,
  "molar_mass_g_mol": 749.25,
  "homo_ev": -5.34,
  "charge": -1,
  "energy_ev": -245516.5350,
  "de_lowest_kj_mol": 41.51
}

---

4.
{
  "formula": "C7H15NO",
  "method": "ωB97M-V/def2-TZVPD",
  "species": ["C", "C", "H", "C", "O", "H", "H", "C", "H", "C", "H", "N", "H", "H", "H", "H", "H", "H", "C", "H", "H", "H", "H", "C"],
  "xyz": [[-0.604514, 1.692257, -1.551383], [1.574306, 0.672161, 0.402950], [-1.279762, -2.246697, 1.856598], [-0.886828, 1.165084, -0.147253], [-0.260269, -0.376802, 1.581088], [-1.656213, 2.912198, 0.603555], [0.959564, -2.890363, -1.303204], [1.046063, -1.843674, -1.044537], [-0.573019, -3.166992, 0.571422], [0.145889, 0.114707, 0.351830], [1.961425, 0.909360, -0.589184], [-0.897620, 2.271496, 0.805652], [2.028828, -1.402021, -1.130681], [-1.028464, -1.374235, -0.700406], [0.550885, -2.476803, 1.777039], [-1.421912, 2.333904, -1.887327], [0.311400, 2.282041, -1.561120], [-1.851656, 0.626185, -0.161916], [0.014479, -1.171680, -0.477286], [-1.032934, 1.899958, 1.739783], [1.564929, 1.586250, 0.992836], [2.230195, -0.051589, 0.885358], [-0.507442, 0.872890, -2.265979], [-0.387329, -2.337635, 1.252165]],
  "atomic_forces_ev_per_a": [[0.0, -0.1, 0.2], [-0.3, -0.1, 0.0], [0.2, 0.0, 0.4], [0.2, -0.1, 0.0], [-0.1, -1.9, -0.6], [0.0, 0.0, 0.1], [-0.1, 0.0, -0.3], [-0.7, 0.4, 0.7], [0.2, 0.6, -0.7], [0.0, 0.1, -1.2], [0.0, 0.0, 0.0], [0.0, 0.0, -0.1], [0.1, 0.0, 0.2], [0.0, -0.3, 0.3], [-0.3, 0.0, 0.1], [0.0, 0.0, 0.0], [0.0, 0.0, 0.0], [0.1, 0.0, 0.0], [1.1, 1.1, -1.3], [-0.1, 0.0, 0.0], [0.1, 0.0, 0.0], [0.0, 0.0, 0.0], [0.0, 0.0, 0.0], [-0.4, 0.2, 2.1]],
  "homo_lumo_gap_ev": [8.26, 8.26],
  "molar_mass_g_mol": 129.20,
  "homo_ev": [-8.82, -8.82],
  "charge": 0,
  "energy_ev": -11035.1866,
  "de_lowest_kj_mol": 529.51
}

---

5.
{
  "formula": "C21H31NO4",
  "method": "ωB97M-V/def2-TZVPD",
  "species": ["C", "H", "C", "N", "C", "H", "C", "H", "C", "C", "H", "H", "H", "C", "C", "H", "H", "C", "H", "C", "H", "C", "H", "C", "C", "O", "H", "H", "C", "H", "H", "H", "C", "C", "H", "H", "H", "C", "C", "H", "H", "H", "H", "C", "H", "C", "H", "H", "O", "O", "O", "H", "H", "C", "H", "H", "H"],
  "xyz": [[3.066537, 1.441933, -0.655527], [-6.268322, -1.631411, -0.155605], [-2.485365, 1.061925, -0.146275], [-0.086011, 2.724607, -0.221345], [-2.108547, 2.037323, 0.974182], [0.554980, -1.459573, 1.826968], [-1.963843, -3.308414, -1.909384], [-4.392571, 2.026988, -0.429657], [-4.767720, 0.290774, 0.770815], [-0.597633, 2.246629, 1.052454], [-1.620572, -4.330216, -1.775262], [6.196633, -2.721438, 0.476906], [2.174865, 1.679274, 1.215447], [-1.993928, -0.344012, 0.187120], [-0.319309, 1.732765, -1.252342], [-3.030074, -3.318874, -2.118942], [-2.593005, 2.995665, 0.779008], [4.276936, -1.835352, 0.760781], [-0.379200, 3.001638, 1.812608], [5.182271, 0.194352, -0.874880], [1.365334, 3.952966, 0.588315], [-5.192761, -1.850091, -0.148721], [-2.259840, 2.508251, -1.718470], [-1.821125, 1.547032, -1.443620], [6.014010, -0.873016, -0.587843], [-4.532027, -1.096393, 0.835845], [-5.846895, 0.476583, 0.652316], [-4.218066, 0.500394, -1.298586], [3.437446, -0.764877, 0.479016], [-2.451621, 1.654452, 1.935271], [7.008270, -0.915190, -1.006219], [3.940207, -2.642333, 1.392817], [1.598874, -1.730067, 1.666145], [-4.011833, 1.006636, -0.353500], [0.148644, 0.763850, -1.003958], [3.176399, 1.835217, -1.660326], [2.099448, -1.841359, 2.633590], [5.559182, -1.882765, 0.238386], [1.307843, 3.153231, -0.157050], [-2.004222, 0.834301, -2.248544], [-1.446383, -2.869236, -2.758409], [1.650400, -2.679458, 1.121795], [-4.453671, 0.676669, 1.743038], [2.247022, 2.040905, 0.201122], [5.530451, 0.991179, -1.516675], [-1.679297, -2.506752, -0.653105], [-0.128114, 1.300159, 1.355492], [-0.606991, -2.498654, -0.426612], [-2.110196, -1.162419, -0.860991], [2.151077, -0.672819, 0.918225], [-1.532594, -0.690283, 1.243996], [-5.040938, -2.896186, 0.112196], [1.565368, 3.571000, -1.135061], [3.903054, 0.284575, -0.339820], [-2.210205, -2.911638, 0.215441], [0.124810, 2.093680, -2.184125], [-4.788311, -1.667369, -1.150388]],
  "atomic_forces_ev_per_a": [[-0.1, 0.3, 0.1], [0.0, 0.0, 0.0], [-0.2, 0.1, -0.1], [-0.1, 0.1, 0.0], [0.2, -0.3, 0.1], [0.1, -0.1, 0.0], [0.0, 0.4, 0.3], [0.0, 0.0, -0.1], [-0.2, 0.4, -0.1], [-0.2, 0.1, 0.1], [0.0, -0.1, 0.0], [0.0, -0.1, 0.0], [0.0, -0.1, 0.1], [0.1, 0.3, 0.1], [-0.3, 0.1, -0.2], [-0.1, 0.0, -0.1], [0.0, 0.0, 0.0], [-0.2, -0.1, 0.2], [0.0, -0.1, 0.0], [-0.1, -0.1, 0.1], [0.0, 0.0, -0.1], [-0.1, 0.0, -0.1], [0.0, 0.0, 0.0], [0.2, -0.1, 0.0], [0.2, -0.1, 0.0], [0.1, -0.1, 0.1], [0.1, 0.0, 0.1], [-0.1, 0.1, -0.1], [0.1, 0.0, -0.2], [-0.1, 0.0, 0.0], [0.1, 0.0, 0.0], [-0.1, 0.0, 0.0], [-0.2, -0.2, 0.2], [0.0, -0.4, 0.3], [0.0, 0.0, -0.1], [-0.1, 0.1, -0.1], [0.0, 0.0, -0.1], [0.1, 0.1, -0.1], [0.1, 0.1, 0.0], [-0.1, 0.0, 0.0], [0.0, 0.0, -0.1], [0.0, 0.0, 0.0], [-0.1, 0.1, 0.0], [0.0, 0.2, -0.2], [0.0, 0.1, -0.1], [0.1, -0.5, 0.1], [0.0, 0.1, 0.0], [-0.2, 0.0, 0.0], [-0.1, 0.0, -0.4], [0.3, 0.2, -0.2], [0.0, 0.0, 0.1], [0.0, 0.0, -0.1], [0.1, 0.0, 0.1], [0.0, -0.3, 0.2], [0.1, 0.0, -0.1], [0.0, -0.1, 0.0], [0.0, 0.0, 0.0]],
  "homo_lumo_gap_ev": 8.81,
  "molar_mass_g_mol": 361.48,
  "homo_ev": -8.01,
  "smiles": "CCOC(=O)C1(CCOC)CCN(C/C=C/c2ccccc2OC)CC1",
  "charge": 0,
  "energy_ev": -31959.4919,
  "de_lowest_kj_mol": 172.77
}